ORCA calculation (wB97M-V/def2-TZVPD) on a 12-piece molecular cluster, C23H70O23 overall at a distorted geometry.

Geometry as ORCA input:
```
! wB97M-V def2-TZVPD RIJCOSX def2/J DEFGRID3
* xyz 0 1
O -1.50 -0.89 3.76
C -2.18 -0.13 4.75
C -3.04 0.84 3.94
O -4.16 1.41 4.54
H -0.65 -0.49 3.55
H -2.82 -0.80 5.32
H -1.50 0.39 5.42
H -3.37 0.42 2.99
H -2.37 1.66 3.67
H -4.64 1.93 3.88
O 3.73 1.64 4.83
C 2.30 1.77 4.95
C 1.74 0.35 5.18
O 1.54 -0.39 3.98
H 4.00 0.72 4.92
H 1.99 2.37 5.80
H 1.92 2.25 4.05
H 0.80 0.44 5.72
H 2.41 -0.13 5.89
H 1.48 -1.32 4.22
O -0.33 -3.43 -2.71
C -0.88 -4.74 -2.75
C -0.53 -5.46 -4.03
O -1.00 -4.66 -5.15
H 0.62 -3.47 -2.61
H -0.50 -5.21 -1.84
H -1.96 -4.63 -2.65
H -0.87 -6.50 -4.07
H 0.56 -5.42 -4.13
H -0.54 -3.82 -5.03
O 1.15 -0.30 -3.21
C 2.53 -0.15 -2.87
C 3.50 -0.36 -4.09
O 3.59 -1.77 -4.43
H 0.71 0.38 -2.69
H 2.72 0.84 -2.45
H 2.73 -0.90 -2.11
H 4.47 0.11 -3.93
H 3.06 0.15 -4.95
H 4.23 -1.80 -5.15
O 0.22 4.85 -3.47
C 0.49 3.64 -4.23
C 2.03 3.33 -4.14
O 2.73 4.31 -4.86
H 0.65 4.84 -2.61
H -0.04 2.79 -3.81
H 0.21 3.74 -5.28
H 2.16 2.34 -4.58
H 2.36 3.33 -3.10
H 3.67 4.13 -4.83
O -3.39 -1.17 0.31
C -3.05 -2.25 1.18
C -3.81 -3.49 0.80
O -3.52 -4.00 -0.47
H -2.79 -1.24 -0.43
H -1.99 -2.46 1.02
H -3.20 -1.96 2.22
H -4.87 -3.23 0.68
H -3.70 -4.23 1.59
H -3.79 -3.28 -1.05
O -1.98 -1.42 -2.01
C -2.73 -0.80 -3.02
C -3.80 -1.75 -3.56
O -4.67 -2.37 -2.63
H -1.61 -2.20 -2.42
H -3.18 0.10 -2.60
H -1.98 -0.53 -3.76
H -3.28 -2.58 -4.05
H -4.28 -1.24 -4.40
H -5.30 -2.92 -3.10
O -0.08 1.43 -1.33
C -0.27 0.88 -0.05
C 0.74 -0.20 0.25
O 0.39 -1.36 -0.44
H -0.73 2.13 -1.39
H -0.26 1.72 0.64
H -1.29 0.50 -0.10
H 0.64 -0.41 1.31
H 1.74 0.05 -0.10
H 0.18 -1.06 -1.33
O -1.95 3.56 -1.49
C -3.26 3.27 -0.99
C -3.31 3.15 0.50
O -2.91 4.40 1.12
H -1.85 4.51 -1.54
H -3.88 4.12 -1.26
H -3.73 2.36 -1.37
H -2.71 2.26 0.68
H -4.38 2.99 0.67
H -1.99 4.62 0.92
O 3.86 3.60 -0.57
C 4.34 2.28 -0.11
C 3.80 1.88 1.31
O 4.46 2.52 2.38
H 4.62 4.17 -0.45
H 4.18 1.66 -0.99
H 5.42 2.25 0.00
H 3.95 0.80 1.35
H 2.72 2.03 1.35
H 4.07 2.21 3.21
O 1.86 -3.43 0.72
C 1.78 -3.37 2.11
C 2.71 -4.48 2.61
O 2.65 -4.81 4.00
H 1.21 -2.89 0.27
H 2.15 -2.45 2.55
H 0.77 -3.52 2.49
H 3.75 -4.23 2.44
H 2.44 -5.32 1.97
H 3.39 -5.35 4.26
C -0.41 3.74 3.76
O 0.32 3.35 2.61
H -0.25 2.91 4.45
H -0.02 4.63 4.23
H -1.47 3.73 3.51
H 0.05 3.99 1.95
*
```

Properties
HOMO-LUMO gap = 9.19 eV
ΔE to the lowest compared entry with this formula, charge and spin = 257.01 kJ/mol

***

ORCA calculation (wB97M-V/def2-TZVPD) on C42H50N9OPSeTeTi as an isolated structure.

Geometry as ORCA input:
```
! wB97M-V def2-TZVPD RIJCOSX def2/J DEFGRID3
* xyz 2 1
Ti -1.62 1.77 -0.19
C -5.39 0.93 -4.40
N -4.36 0.57 -3.42
C -3.66 -0.60 -3.42
C -2.77 -0.52 -2.38
N -2.92 0.69 -1.77
C -3.87 1.34 -2.42
P -4.53 2.95 -1.91
C -4.60 2.62 -0.11
N -3.65 2.04 0.62
C -4.09 2.02 1.91
C -5.34 2.57 1.96
N -5.64 2.95 0.68
C -6.90 3.59 0.27
C -2.97 3.91 -1.89
N -2.12 3.87 -0.87
C -1.19 4.85 -1.11
C -1.51 5.48 -2.27
N -2.64 4.88 -2.76
C -3.33 5.25 -3.99
H -5.82 0.01 -4.79
H -4.96 1.50 -5.21
H -6.18 1.50 -3.91
H -3.86 -1.38 -4.13
H -2.06 -1.25 -2.06
H -3.50 1.59 2.70
H -6.02 2.73 2.77
H -7.45 3.83 1.17
H -7.48 2.90 -0.34
H -6.69 4.50 -0.28
H -0.37 5.03 -0.43
H -1.03 6.30 -2.79
H -2.59 5.53 -4.73
H -4.00 6.09 -3.80
H -3.89 4.40 -4.36
C 1.37 -3.86 5.61
C 1.71 -3.11 4.36
C 2.47 -1.95 4.40
C 2.82 -1.25 3.24
C 3.69 -0.03 3.37
C 2.36 -1.72 2.00
Te 2.85 -0.60 0.27
N -0.04 2.42 0.48
C 0.46 2.26 -0.72
O -0.39 1.66 -1.60
C 1.77 2.66 -1.20
C 2.19 2.36 -2.49
C 3.46 2.71 -2.90
C 4.31 3.38 -2.03
C 3.90 3.69 -0.74
C 2.63 3.33 -0.32
C 3.55 -2.11 -1.01
C 4.69 -2.84 -0.66
C 5.45 -2.59 0.62
C 5.12 -3.86 -1.50
C 4.47 -4.16 -2.69
C 4.96 -5.24 -3.60
C 3.35 -3.40 -3.03
C 2.88 -2.38 -2.21
C 1.64 -1.65 -2.65
C 1.58 -2.89 1.94
C 1.08 -3.47 0.65
C 1.28 -3.56 3.12
H 1.81 -3.39 6.49
H 1.75 -4.89 5.56
H 0.29 -3.92 5.76
H 2.83 -1.58 5.35
H 3.78 0.26 4.42
H 3.32 0.83 2.81
H 4.69 -0.23 2.98
H 1.52 1.84 -3.16
H 3.79 2.47 -3.90
H 5.31 3.65 -2.35
H 4.57 4.20 -0.06
H 2.30 3.53 0.69
H 5.70 -1.53 0.73
H 6.37 -3.17 0.63
H 4.86 -2.88 1.50
H 6.00 -4.44 -1.23
H 5.79 -5.79 -3.16
H 5.30 -4.83 -4.55
H 4.17 -5.96 -3.82
H 2.84 -3.61 -3.96
H 1.51 -1.75 -3.73
H 1.67 -0.58 -2.41
H 0.74 -2.06 -2.17
H 0.80 -2.69 -0.06
H 0.22 -4.11 0.83
H 1.85 -4.08 0.15
H 0.69 -4.47 3.07
C 0.21 0.78 3.34
N -0.78 -0.29 3.46
C -1.11 -0.92 4.64
C -1.87 -1.98 4.32
N -2.00 -2.00 2.95
C -2.73 -3.02 2.21
C -1.32 -0.96 2.43
Se -1.04 -0.65 0.60
H 0.35 1.22 4.33
H -0.12 1.54 2.64
H 1.14 0.34 2.99
H -0.75 -0.55 5.59
H -2.34 -2.74 4.93
H -2.46 -3.99 2.62
H -2.45 -2.97 1.17
H -3.80 -2.86 2.32
*
```

Properties
HOMO-LUMO gap = 5.58 eV

***

ORCA calculation (wB97M-V/def2-TZVPD) on one molecule with the formula C5H7ClN4S.

Geometry as ORCA input:
```
! wB97M-V def2-TZVPD RIJCOSX def2/J DEFGRID3
* xyz 0 1
S 2.20 0.68 1.95
C 2.08 -0.35 0.45
C 1.50 0.37 -0.77
C 0.26 1.25 -0.52
C -0.96 0.41 -0.33
N -1.69 0.12 -1.42
N -2.74 -0.64 -1.28
C -2.99 -1.09 -0.05
Cl -4.37 -2.08 0.14
N -2.29 -0.81 1.04
N -1.25 -0.05 0.89
H 1.69 -0.21 2.80
H 3.09 -0.68 0.21
H 1.50 -1.24 0.68
H 2.27 0.97 -1.25
H 1.21 -0.39 -1.50
H 0.40 1.88 0.35
H 0.10 1.88 -1.39
*
```

Properties
HOMO-LUMO gap = 8.15 eV
ΔE to the lowest compared entry with this formula, charge and spin = 294.24 kJ/mol

***

ORCA calculation (wB97M-V/def2-TZVPD) on one molecule with the formula C5H11N3 at a distorted geometry.

Geometry as ORCA input:
```
! wB97M-V def2-TZVPD RIJCOSX def2/J DEFGRID3
* xyz 0 1
H 0.95 -0.05 2.32
N 0.49 -0.84 1.85
C 0.66 -0.80 0.56
C 0.48 -2.05 -0.27
C 1.40 0.38 -0.11
C 0.38 1.07 -0.97
C -1.09 0.77 -0.36
N -1.51 1.52 0.71
N -1.89 0.07 -1.09
H -2.85 0.15 -0.74
H 0.19 -1.80 -1.30
H 1.43 -2.59 -0.30
H -0.29 -2.68 0.17
H 1.76 1.05 0.68
H 2.24 0.00 -0.70
H 0.50 2.16 -0.97
H 0.37 0.67 -1.99
H -0.81 1.72 1.41
H -2.41 1.25 1.11
*
```

Properties
HOMO-LUMO gap = 10.13 eV
ΔE to the lowest compared entry with this formula, charge and spin = 89.18 kJ/mol

***

ORCA calculation (wB97M-V/def2-TZVPD) on a 10-piece molecular cluster, C39H103NO25P6 overall at a distorted geometry.

Geometry as ORCA input:
```
! wB97M-V def2-TZVPD RIJCOSX def2/J DEFGRID3
* xyz 0 1
C 7.13 -2.32 -0.14
O 8.41 -2.38 0.55
P 9.12 -0.91 0.87
O 9.22 0.05 -0.27
O 8.19 -0.36 2.10
C 8.43 0.93 2.73
O 10.52 -1.37 1.53
C 11.52 -0.37 1.73
H 6.46 -3.11 0.20
H 7.30 -2.46 -1.20
H 6.70 -1.33 0.00
H 7.47 1.42 2.90
H 9.13 1.58 2.20
H 8.83 0.72 3.72
H 11.72 -0.28 2.80
H 11.22 0.62 1.39
H 12.43 -0.68 1.22
C 1.06 -2.59 11.84
O 1.99 -3.12 12.72
P 2.00 -2.86 14.33
O 2.07 -1.40 14.70
O 3.22 -3.83 14.78
C 4.55 -3.36 14.50
O 0.74 -3.76 14.90
C 0.67 -5.14 14.70
H 1.49 -1.77 11.25
H 0.15 -2.19 12.30
H 0.76 -3.42 11.20
H 5.14 -4.20 14.14
H 4.96 -2.95 15.42
H 4.62 -2.61 13.72
H -0.39 -5.34 14.86
H 1.19 -5.70 15.48
H 1.04 -5.50 13.74
C 5.79 -0.92 -6.24
O 5.04 -1.50 -7.26
P 3.45 -1.65 -7.07
O 2.73 -0.51 -6.50
O 3.37 -2.92 -6.05
C 2.12 -3.21 -5.47
O 2.91 -2.23 -8.50
C 2.52 -1.33 -9.48
H 6.50 -1.62 -5.79
H 5.20 -0.45 -5.46
H 6.51 -0.18 -6.59
H 2.31 -3.26 -4.40
H 1.88 -4.22 -5.83
H 1.33 -2.51 -5.72
H 1.44 -1.39 -9.55
H 2.99 -1.55 -10.44
H 2.74 -0.28 -9.27
C -1.42 7.39 3.43
O -0.32 7.14 4.22
P 1.06 8.01 4.01
O 2.17 7.81 4.98
O 1.38 7.65 2.43
C 2.58 8.12 1.88
O 0.59 9.57 3.88
C 0.02 10.29 4.96
H -1.35 8.23 2.73
H -2.26 7.62 4.08
H -1.55 6.49 2.82
H 2.53 9.15 1.51
H 3.01 7.44 1.14
H 3.31 8.17 2.68
H 0.14 11.36 4.77
H 0.38 9.89 5.91
H -1.04 10.07 5.00
C 7.20 6.17 -3.67
O 6.10 6.22 -4.63
P 5.77 7.67 -5.41
O 6.95 8.40 -5.96
O 4.60 7.23 -6.42
C 3.39 6.77 -5.91
O 4.93 8.50 -4.28
C 4.78 9.88 -4.41
H 7.82 7.06 -3.57
H 7.90 5.42 -4.02
H 6.93 5.86 -2.66
H 3.41 5.68 -5.91
H 2.58 7.04 -6.59
H 3.12 6.95 -4.87
H 3.70 10.05 -4.45
H 5.34 10.37 -5.20
H 5.10 10.33 -3.47
C -2.47 -0.92 0.20
O -1.37 -0.23 -0.34
P -0.16 0.22 0.59
O 0.91 -0.77 0.69
O 0.34 1.68 0.08
C 1.59 1.81 -0.58
O -0.86 0.56 2.06
C 0.01 0.78 3.14
H -3.29 -0.21 0.10
H -2.32 -1.26 1.23
H -2.68 -1.74 -0.48
H 1.43 2.25 -1.56
H 2.06 0.83 -0.73
H 2.30 2.36 0.04
H 1.05 0.53 2.93
H -0.33 0.19 3.99
H -0.07 1.78 3.56
C -2.84 5.96 -3.06
N -3.00 5.67 -4.47
C -3.75 4.70 -5.05
C -4.08 3.42 -4.29
O -4.10 4.89 -6.20
H -3.74 5.89 -2.46
H -2.58 6.99 -2.84
H -2.09 5.36 -2.53
H -2.67 6.43 -5.06
H -3.30 2.71 -4.55
H -5.07 3.03 -4.51
H -4.20 3.60 -3.22
C -5.12 -7.41 -6.91
C -4.20 -6.23 -6.64
C -4.74 -4.78 -6.93
C -5.14 -4.60 -8.44
C -5.61 -3.16 -8.70
C -4.49 -2.06 -8.61
H -6.01 -7.25 -6.30
H -4.75 -8.37 -6.57
H -5.45 -7.54 -7.94
H -3.81 -6.40 -5.63
H -3.33 -6.46 -7.26
H -4.03 -4.03 -6.57
H -5.61 -4.51 -6.34
H -4.34 -4.77 -9.16
H -5.91 -5.33 -8.69
H -6.15 -3.12 -9.65
H -6.33 -2.86 -7.95
H -3.78 -2.16 -7.79
H -3.90 -1.98 -9.53
H -4.97 -1.10 -8.46
C -18.19 0.07 -0.74
C -16.76 0.01 -1.41
C -15.68 -0.62 -0.48
C -14.24 -0.66 -1.11
C -13.16 -1.13 -0.12
C -11.71 -1.32 -0.61
H -18.89 0.61 -1.38
H -18.10 0.67 0.17
H -18.52 -0.97 -0.68
H -16.82 -0.50 -2.38
H -16.50 1.05 -1.61
H -15.98 -1.62 -0.13
H -15.55 -0.03 0.43
H -14.20 -1.26 -2.02
H -13.92 0.33 -1.43
H -13.10 -0.46 0.74
H -13.41 -2.07 0.37
H -11.07 -1.66 0.21
H -11.68 -2.11 -1.36
H -11.31 -0.41 -1.05
C 4.84 -8.34 1.64
C 4.19 -7.93 3.00
C 5.08 -7.16 3.98
C 4.28 -6.78 5.30
C 4.91 -5.87 6.34
C 5.12 -4.45 5.83
H 5.66 -9.00 1.89
H 5.18 -7.45 1.10
H 4.14 -8.97 1.10
H 3.42 -7.19 2.77
H 3.81 -8.82 3.51
H 5.50 -6.37 3.35
H 6.02 -7.64 4.23
H 3.37 -6.31 4.94
H 3.81 -7.64 5.77
H 4.36 -5.89 7.28
H 5.91 -6.22 6.60
H 4.17 -4.08 5.45
H 5.43 -3.81 6.66
H 5.77 -4.57 4.97
*
```

Properties
HOMO-LUMO gap = 9.47 eV
ΔE to the lowest compared entry with this formula, charge and spin = 12.05 kJ/mol

***

ORCA calculation (wB97M-V/def2-TZVPD) on CHF3GdNO3S as an isolated structure at a distorted geometry.

Geometry as ORCA input:
```
! wB97M-V def2-TZVPD RIJCOSX def2/J DEFGRID3
* xyz 1 9
Gd -0.09 1.46 2.40
O 1.61 0.77 0.99
N 1.71 -0.20 0.17
S 0.14 -0.95 -0.03
O -0.81 -0.31 0.94
O 0.23 -2.40 -0.07
C -0.48 -0.41 -1.71
F -1.11 0.74 -1.60
F 0.55 -0.29 -2.52
F -1.31 -1.33 -2.17
H -0.45 2.92 3.61
*
```

Properties
HOMO-LUMO gap (alpha / beta) = 6.00 / 8.02 eV

***

ORCA calculation (wB97M-V/def2-TZVPD) on a 2-piece molecular cluster, C2H7N2OP overall at a distorted geometry.

Geometry as ORCA input:
```
! wB97M-V def2-TZVPD RIJCOSX def2/J DEFGRID3
* xyz 0 1
C 1.61 1.89 2.34
C -0.94 -0.78 1.02
N 0.73 1.27 1.89
N -0.60 -0.21 -2.76
O 1.55 -0.76 0.06
P 0.42 0.19 0.17
H 2.47 2.33 2.80
H 0.06 -1.01 -3.10
H -1.65 -1.12 0.31
H -0.45 -1.51 1.59
H -1.35 -0.27 1.95
H -0.34 0.62 -3.28
H -1.50 -0.65 -3.00
*
```

Properties
HOMO-LUMO gap = 7.94 eV
ΔE to the lowest compared entry with this formula, charge and spin = 299.27 kJ/mol

***

ORCA calculation (wB97M-V/def2-TZVPD) on a 2-piece molecular cluster, C10H17ClN4O3P overall at a distorted geometry.

Geometry as ORCA input:
```
! wB97M-V def2-TZVPD RIJCOSX def2/J DEFGRID3
* xyz 1 1
C -0.43 -2.23 1.42
C -1.31 -1.47 1.18
C -2.31 -0.51 0.74
N -1.69 0.83 0.74
C -0.94 1.28 -0.27
N -0.48 2.50 -0.02
C -0.96 2.80 1.19
N -0.68 3.98 1.79
P -1.15 4.55 3.36
O 0.21 5.29 3.80
Cl -2.38 6.11 2.82
N -1.73 1.80 1.69
C -2.49 1.63 2.92
H 0.55 -2.59 1.64
H -3.22 -0.56 1.31
H -2.54 -0.72 -0.30
H -0.74 0.69 -1.15
H -0.09 4.58 1.22
H 0.80 5.47 3.05
H -3.15 0.78 2.87
H -3.10 2.51 3.11
H -1.83 1.51 3.77
O -0.39 -1.53 -2.50
C 0.61 -2.19 -2.55
O 1.64 -1.89 -1.74
C 2.79 -2.73 -1.58
C 3.84 -2.46 -2.63
C 0.77 -3.30 -3.56
H 2.50 -3.78 -1.54
H 3.19 -2.48 -0.59
H 3.47 -2.69 -3.63
H 4.73 -3.07 -2.45
H 4.12 -1.41 -2.62
H 1.12 -2.87 -4.50
H -0.20 -3.76 -3.72
H 1.45 -4.09 -3.25
*
```

Properties
HOMO-LUMO gap = 10.21 eV